[1]
# C41H28CoN5O12S3

C41H28CoN5O12S3 as an isolated structure (ωB97M-V with the def2-TZVPD basis set, the Open Molecules 2025 dataset).

```
90
Properties=species:S:1:pos:R:3
Co -1.4262 0.2349 -0.9551
S -4.7059 3.3656 2.4229
C -5.3213 4.4789 3.5592
C -4.3367 4.9971 4.3422
C -3.0582 4.4790 4.0111
C -3.0908 3.5776 2.9842
C -1.9653 2.8437 2.3854
C -2.1643 2.0052 1.2690
N -1.1990 1.3249 0.7017
C 0.0468 1.3978 1.2116
C 0.3583 2.2061 2.3056
C 1.7140 2.2254 2.7878
C 2.6673 1.4581 2.2170
C 2.3605 0.5887 1.1127
C 3.2843 -0.2886 0.5213
C 2.8939 -1.1087 -0.5120
C 1.5503 -1.0264 -0.9439
N 0.6717 -0.2376 -0.3861
C 1.0591 0.5702 0.6130
C 3.7877 -2.0778 -1.1574
C 3.5161 -2.8809 -2.2282
C 4.6019 -3.7257 -2.5809
C 5.6810 -3.5504 -1.7724
S 5.3875 -2.3613 -0.5800
C -0.6850 2.9419 2.8840
H -6.3774 4.6927 3.5850
H -4.5128 5.7220 5.1234
H -2.1497 4.7714 4.5179
H -3.1460 1.8822 0.8256
H 1.9524 2.8634 3.6303
H 3.6817 1.4720 2.5978
H 4.3019 -0.3168 0.8966
H 1.1769 -1.6443 -1.7478
H 2.5764 -2.8651 -2.7622
H 4.5777 -4.4290 -3.4006
H 6.6345 -4.0519 -1.8109
H -0.4737 3.5714 3.7397
O -1.3249 -2.6997 -3.8522
S -1.9559 -2.1092 -2.7013
O -3.2789 -2.5783 -2.3968
O -1.0034 -2.4928 -1.4364
O -1.7933 -0.6345 -2.6704
O 1.0345 0.9253 -3.0889
C 0.2495 1.7999 -2.7485
O -0.6962 1.7523 -1.8950
C 0.4070 3.1790 -3.3857
C 1.3419 3.3528 -4.3953
C 1.4968 4.6058 -4.9600
C 0.7628 5.7026 -4.5556
C -0.1538 5.4956 -3.5447
C -0.3504 4.2591 -2.9564
N -0.9457 6.6512 -3.0746
O -1.7024 6.4737 -2.1443
O -0.8027 7.7076 -3.6573
N 2.4944 4.7965 -6.0344
O 2.5858 5.9040 -6.5268
O 3.1536 3.8363 -6.3674
H 1.9335 2.5098 -4.7225
H 0.9003 6.6726 -5.0051
H -1.0820 4.1229 -2.1742
C -0.4221 -1.7382 2.5354
O -0.3917 -3.1511 2.6673
C 0.7334 -3.7140 2.1181
C 1.8197 -3.8596 2.9775
C 3.0207 -4.4177 2.5826
C 3.1305 -4.8504 1.2676
C 2.0539 -4.7323 0.4159
C 0.8115 -4.1763 0.7928
N -0.1521 -4.2234 -0.2140
C -1.3982 -3.5803 -0.5830
C -2.3780 -3.1906 0.4995
C -2.8217 -4.2411 1.2965
C -3.8111 -4.0934 2.2497
C -4.4010 -2.8408 2.3916
C -3.9895 -1.7858 1.6056
C -2.9612 -1.9045 0.6409
O -2.6372 -0.8223 -0.0129
H 0.4877 -1.2960 2.9624
H -1.2969 -1.3849 3.0786
H -0.5117 -1.4449 1.4911
H 1.6770 -3.5064 3.9921
H 3.8431 -4.5161 3.2789
H 4.0545 -5.2801 0.9000
H 2.1590 -5.0795 -0.6070
H 0.2689 -4.5571 -1.0670
H -1.9084 -4.3100 -1.2166
H -2.3605 -5.2144 1.1562
H -4.1169 -4.9287 2.8663
H -5.1908 -2.6891 3.1196
H -4.4509 -0.8090 1.7008
```

Computed properties:
* HOMO energy (spin up / spin down): -4.79 / -4.79 eV
* E: -145124.131 eV
* gap between HOMO and LUMO (spin up / spin down): 5.91 / 5.91 eV
* relative energy (zero: lowest compared OMol25 entry of this formula, charge and spin): 0.289 eV
* 2S+1: 2
* M: 937.83 g/mol
* total charge: -1
* ⟨S²⟩: 0.806



[2]
# C41H29BrIN5O9PRhS

C41H29BrIN5O9PRhS as an isolated structure (ωB97M-V with the def2-TZVPD basis set, the Open Molecules 2025 dataset).

```
89
Properties=species:S:1:pos:R:3
Rh 1.0602 0.7662 -0.3792
I 2.8928 0.8728 -2.2091
C 4.2873 -0.4026 -1.3251
C 5.5388 0.1093 -1.1439
C 6.6026 -0.7401 -0.7821
C 6.3907 -2.0831 -0.7254
C 5.0993 -2.6299 -0.9282
C 4.9335 -4.0342 -1.0056
C 3.7136 -4.5730 -1.2750
C 2.5833 -3.7340 -1.3107
C 2.6724 -2.3724 -1.1459
P 1.0697 -1.5677 -0.7253
C -0.0347 -2.2345 -2.0070
C 0.1945 -1.8952 -3.3409
C -0.6426 -2.3672 -4.3351
C -1.7202 -3.1843 -4.0091
C -1.9480 -3.5309 -2.6885
C -1.1069 -3.0595 -1.6858
C 0.5442 -2.4142 0.8081
C 1.0955 -3.5764 1.3456
C 0.4983 -4.1994 2.4306
C -0.6689 -3.6834 2.9774
C -1.2058 -2.5129 2.4662
C -0.5884 -1.8672 1.4032
C 3.9776 -1.7763 -1.1167
H 5.7246 1.1618 -1.3106
H 7.5868 -0.3235 -0.6168
H 7.2123 -2.7641 -0.5388
H 5.8068 -4.6646 -0.8875
H 3.5925 -5.6408 -1.4018
H 1.6057 -4.1876 -1.4212
H 1.0202 -1.2458 -3.6029
H -0.4614 -2.0911 -5.3656
H -2.3817 -3.5441 -4.7867
H -2.7899 -4.1579 -2.4241
H -1.3082 -3.3270 -0.6565
H 2.0105 -3.9933 0.9525
H 0.9460 -5.0940 2.8446
H -1.1519 -4.1900 3.8038
H -2.1103 -2.0905 2.8829
H -0.9941 -0.9303 1.0483
O 1.0940 4.8245 0.5319
C 0.7054 3.7155 0.1762
O 1.5208 2.7553 -0.1041
C -0.7654 3.4476 0.1282
C -1.5805 4.4569 -0.3205
C -2.9543 4.2756 -0.3074
C -3.5137 3.1471 0.2309
C -2.6872 2.1465 0.7212
C -1.2700 2.2090 0.6067
O -0.4562 1.2576 0.9836
N -3.3862 1.0429 1.3832
O -4.6011 1.0503 1.3855
O -2.7257 0.1831 1.9399
N -3.8330 5.3242 -0.8353
O -5.0334 5.1629 -0.7325
O -3.3064 6.2950 -1.3403
H -1.1523 5.3787 -0.6859
H -4.5845 3.0418 0.2966
Br -5.3103 -1.4045 -1.4613
C -4.3670 -0.0966 -2.4494
C -4.9884 0.5736 -3.4926
N -4.3641 1.4980 -4.2183
C -3.0981 1.7805 -3.9174
C -2.4006 1.1527 -2.8929
C -3.0532 0.1889 -2.1390
C -0.9669 1.5127 -2.6084
O -0.4497 2.4989 -3.1017
O -0.3938 0.6374 -1.8427
H -6.0199 0.3583 -3.7470
H -2.6023 2.5416 -4.5082
H -2.5397 -0.3172 -1.3306
C 0.8017 4.4758 3.7793
C 0.8226 2.9891 3.7031
C 0.0765 2.1512 4.4950
C 0.1828 0.7750 4.3013
N 1.0154 0.2470 3.4000
C 1.6862 1.0589 2.6144
S 2.6965 0.4733 1.3216
N 1.6124 2.4067 2.7781
C -0.6566 -0.1896 5.0677
H 0.2682 4.8014 4.6687
H 0.3189 4.8797 2.8871
H 1.8174 4.8711 3.8014
H -0.5803 2.5597 5.2485
H 2.0837 2.9717 2.0723
H -1.1718 0.2843 5.9006
H -0.0406 -1.0158 5.4212
H -1.3960 -0.6055 4.3793
```

Computed properties:
* HOMO energy: -8.68 eV
* E: -170138.770 eV
* gap between HOMO and LUMO: 7.57 eV
* relative energy (zero: lowest compared OMol25 entry of this formula, charge and spin): 0.000 eV
* M: 1108.46 g/mol
* total charge: 0



[3]
# C41H29Cl5F9N2O7P2STi

C41H29Cl5F9N2O7P2STi as an isolated structure (ωB97M-V with the def2-TZVPD basis set, the Open Molecules 2025 dataset).

```
97
Properties=species:S:1:pos:R:3
Ti -0.5886 -0.2505 1.4095
Cl 1.3077 -2.3307 4.5812
C -0.4152 -2.0619 4.8088
C -1.2825 -1.9760 3.7240
C -2.6006 -1.5124 3.8672
Cl -2.7888 -0.4075 0.4858
C -2.9946 -1.3056 5.1545
Cl -4.6925 -0.6868 5.4454
C -2.2069 -1.4613 6.2881
Cl -2.8040 -1.1977 7.9107
C -0.8725 -1.8167 6.1025
Cl 0.2003 -1.9268 7.4659
O 3.4359 -0.8007 0.9773
C 2.4090 -0.3023 1.3988
O 1.2437 -0.4705 0.8487
C 2.4680 0.6199 2.6027
C 3.7267 1.0375 2.9732
C 3.8889 1.9133 4.0395
C 2.8107 2.3725 4.7673
C 1.5504 1.9383 4.4158
C 1.3063 1.0593 3.3221
O 0.1230 0.7206 2.9657
N 0.4404 2.4703 5.2363
O -0.6224 1.9010 5.2209
O 0.6855 3.4482 5.9322
N 5.2273 2.3713 4.4038
O 5.3372 3.1455 5.3389
O 6.1701 1.9596 3.7544
H 4.5764 0.6719 2.4160
H 2.9389 3.0519 5.5934
C 0.8770 4.8264 0.7469
C 0.8509 3.3075 0.6142
P -0.7867 2.4573 0.6290
C -1.6594 3.3078 2.0136
C -2.8052 2.5047 2.6254
C -1.5677 3.2219 -0.8548
C -3.0444 2.8781 -1.0342
H 1.9047 5.1950 0.7483
H 0.4138 5.1517 1.6794
H 0.3554 5.3218 -0.0742
H 1.4373 2.8564 1.4180
H 1.3436 2.9944 -0.3129
H -2.0106 4.2832 1.6574
H -0.9028 3.5062 2.7788
H -3.5543 2.2248 1.8847
H -3.2910 3.0880 3.4094
H -2.4581 1.5766 3.0814
H -0.9821 2.8969 -1.7215
H -1.4507 4.3082 -0.7871
H -3.2211 1.8042 -0.9744
H -3.4145 3.2516 -1.9927
H -3.6457 3.3384 -0.2485
F -1.5337 2.3252 -7.3992
C -2.0039 1.0695 -7.2429
F -3.3461 1.1598 -7.3398
F -1.5849 0.3658 -8.3095
C -1.5724 0.4654 -5.9404
C -2.0142 1.0511 -4.7613
C -1.6089 0.5211 -3.5452
C -0.7671 -0.5860 -3.5011
C -0.3436 -1.1681 -4.6911
C -0.7396 -0.6462 -5.9106
P -0.2621 -1.2066 -1.8355
C -1.0465 -2.8621 -1.9336
C -0.4593 -4.1033 -1.7269
C -1.2081 -5.2697 -1.8172
C -2.5611 -5.2005 -2.0912
C -3.1787 -3.9633 -2.2424
C -2.4277 -2.8098 -2.1579
C -3.3924 -6.4396 -2.2137
F -2.6666 -7.5681 -2.1174
F -4.3520 -6.5121 -1.2746
F -4.0341 -6.4975 -3.4047
C 1.5443 -1.2996 -2.1565
C 2.1240 -0.0269 -2.1725
C 3.4794 0.1494 -2.3644
C 4.2935 -0.9614 -2.5381
C 3.7435 -2.2303 -2.5132
C 2.3795 -2.3970 -2.3222
C 5.7608 -0.7975 -2.7875
F 6.4933 -1.7629 -2.2067
F 6.2334 0.3797 -2.3464
F 6.0575 -0.8504 -4.1095
H -2.6709 1.9116 -4.7851
H -1.9618 0.9622 -2.6213
H 0.3049 -2.0351 -4.6666
H -0.4039 -1.1013 -6.8321
H 0.5707 -4.1895 -1.4263
H -0.7322 -6.2251 -1.6466
H -4.2462 -3.9005 -2.4100
H -2.9242 -1.8514 -2.2424
H 1.5005 0.8458 -2.0055
H 3.9057 1.1434 -2.3532
H 4.3788 -3.0993 -2.6244
H 1.9961 -3.4024 -2.2985
S -0.2966 -3.6615 1.8204
C -0.7942 -2.1999 2.3282
```

Computed properties:
* HOMO energy (spin up / spin down): -1.94 / -1.93 eV
* E: -199900.127 eV
* gap between HOMO and LUMO (spin up / spin down): 5.40 / 5.39 eV
* relative energy (zero: lowest compared OMol25 entry of this formula, charge and spin): 0.181 eV
* 2S+1: 2
* M: 1151.82 g/mol
* total charge: -2
* ⟨S²⟩: 0.754



Per-record strongest force on any atom, eV/Å: 0.53 0.74 1.00